Formula: C11H19Cl3OW
Source: the OMol25 dataset
Level of theory: the ωB97M-V functional and the def2-TZVPD basis

Orbital gap (spin up / spin down)   5.15 / 5.44 eV
Net charge   -2
⟨S²⟩   2.0184
Relative energy (zero: lowest compared OMol25 entry of this formula, charge and spin)   0.000 eV
Multiplicity   3
F_max   4.63 eV/A

CARTESIAN COORDINATES (ANGSTROEM)
C1 -0.7040 0.9633 -0.8658
C2 -0.8442 -0.4456 -1.1145
C3 0.4449 -1.0255 -1.1250
C4 -2.0965 -1.1624 -1.4498
C5 1.3937 -0.0104 -0.8657
C6 0.6916 1.2326 -0.7105
C7 1.3161 2.5712 -0.5590
C8 -1.7954 1.9693 -0.8919
C9 0.7538 -2.4455 -1.4086
C10 2.8635 -0.1952 -0.9001
W1 -0.0115 0.0310 1.1012
Cl1 -3.5867 -3.7270 1.5262
Cl2 -2.3060 -0.4101 1.6036
Cl3 0.3587 -2.2066 1.7829
H1 -2.9751 -0.5941 -1.1708
H2 -2.1540 -2.1238 -0.9478
H3 -2.1301 -1.3404 -2.5267
H4 -0.0149 -3.1074 -1.0237
H5 1.6991 -2.7456 -0.9682
H6 0.8209 -2.5974 -2.4880
H7 3.1654 -1.1033 -0.3867
H8 3.3859 0.6327 -0.4365
H9 3.1916 -0.2697 -1.9389
H10 2.2254 2.5213 0.0323
H11 0.6415 3.2698 -0.0740
H12 1.5699 2.9779 -1.5393
H13 -2.7114 1.5684 -0.4707
H14 -1.9944 2.2793 -1.9193
H15 -1.5347 2.8516 -0.3163
O1 -0.4147 1.6029 2.1366
H16 0.3952 1.9998 2.4935
C11 0.0791 -0.2275 3.5206
H17 -0.9304 -0.0736 3.9567
H18 0.7639 0.5159 3.9807
H19 0.4443 -1.1765 3.9644